# 1
H26O13 | ωB97M-V/def2-TZVPD

Calculated values
Energy above the lowest of the compared OMol25 structures with the same formula, charge and spin = 479.3 kJ/mol
Total charge = 0

Cartesian coordinates (Å):
1 H -0.71667 1.05241 -0.79295
2 H 0.41393 0.03665 -0.79534
3 H 3.50009 1.68960 -2.41137
4 H 2.04240 1.74284 -2.83838
5 H -2.93742 1.83163 1.25957
6 H -4.40166 2.23833 1.28466
7 H 1.45153 -0.62618 -2.25092
8 H 2.51702 -0.77537 -1.17738
9 H -2.72128 4.65214 -1.22666
10 H -2.28334 3.20989 -1.03131
11 H -3.52668 -3.36894 -0.95823
12 H -2.03177 -3.15954 -1.13553
13 H 1.46663 -1.02269 1.65779
14 H 1.88522 -0.76454 3.09591
15 H -2.26396 -1.75821 2.35420
16 H -1.46734 -0.87762 1.40553
17 H 0.93879 -3.09703 -1.69569
18 H 1.83416 -2.99619 -0.47169
19 H -3.88110 -0.23192 -1.37618
20 H -4.37694 -1.56057 -1.92288
21 H -1.35069 -0.15420 3.46236
22 H -0.27135 0.77582 2.93309
23 H 3.73313 -0.74889 0.28532
24 H 5.00838 -1.56849 0.17573
25 H 3.88995 2.56359 0.79111
26 H 2.62536 2.03448 1.44753
27 O 0.21064 0.94803 -1.03417
28 O 2.78300 2.30801 -2.59120
29 O -3.52188 2.57808 1.08579
30 O 1.94666 -0.12098 -1.59624
31 O -1.95167 4.07584 -1.29419
32 O -2.87318 -3.05700 -1.59433
33 O 1.97234 -1.40702 2.38274
34 O -2.21116 -1.49009 1.42991
35 O 1.41276 -3.63815 -1.05419
36 O -4.14215 -1.11758 -1.09970
37 O -0.92964 0.69594 3.63257
38 O 4.68757 -0.68914 0.40553
39 O 3.54031 1.79703 1.25921

---

# 2
H26O13 | ωB97M-V/def2-TZVPD

Calculated values
Energy above the lowest of the compared OMol25 structures with the same formula, charge and spin = 160.7 kJ/mol
Total charge = 0

Cartesian coordinates (Å):
1 O 0.53271 0.31159 0.39576
2 H 0.06857 -0.51996 0.49229
3 H 0.72938 0.36952 -0.53923
4 O -2.82861 -0.69243 -1.04492
5 H -1.96379 -0.34916 -1.26962
6 H -3.19695 -0.98040 -1.88016
7 O 1.75354 1.87674 -2.49464
8 H 1.88495 1.66358 -3.41850
9 H 0.80365 1.86160 -2.37761
10 O -2.71196 -0.21805 2.73607
11 H -2.72508 -0.36482 3.68186
12 H -1.78504 -0.11065 2.52271
13 O 0.10200 0.62725 3.32432
14 H 0.31745 0.57735 2.39302
15 H -0.26648 1.50323 3.43880
16 O -0.80264 2.08756 -2.26370
17 H -1.03795 2.65085 -1.52643
18 H -1.63358 1.70973 -2.55182
19 O -1.92905 1.54693 0.72803
20 H -1.15889 1.00927 0.54357
21 H -2.63139 0.91516 0.88238
22 O 3.62338 -0.11306 -1.87213
23 H 2.87556 0.48404 -1.89364
24 H 3.37264 -0.78913 -1.24262
25 O 0.80111 -2.33988 3.39369
26 H 0.21007 -2.26116 2.64489
27 H 0.79189 -1.47273 3.79891
28 O 1.32561 3.21127 -0.13868
29 H 0.61482 2.64761 0.16676
30 H 1.54546 2.87152 -1.00613
31 O -0.79114 -2.18253 0.93516
32 H -0.53818 -2.69487 0.16720
33 H -1.67755 -1.87876 0.73965
34 O -0.34320 -1.07995 -2.04973
35 H -0.44267 -2.02533 -1.93756
36 H -0.25871 -0.95805 -2.99537
37 O 2.49952 -1.92542 -0.27016
38 H 2.69370 -2.31132 0.58401
39 H 2.17687 -2.65707 -0.79629

---

# 3
H26O13 | ωB97M-V/def2-TZVPD

Calculated values
Energy above the lowest of the compared OMol25 structures with the same formula, charge and spin = 194.1 kJ/mol
Total charge = 0

Cartesian coordinates (Å):
1 O 1.99068 -2.23216 3.25925
2 H 1.59837 -2.22098 2.38621
3 H 1.47499 -2.87520 3.74587
4 O -0.48905 -0.96638 -2.15907
5 H 0.36023 -1.39031 -2.03560
6 H -0.76897 -1.23972 -3.03266
7 O -2.99293 -2.71999 -0.34849
8 H -3.79431 -2.83008 -0.86025
9 H -3.01363 -1.80635 -0.06376
10 O -2.98586 0.56383 -0.02828
11 H -2.97249 1.06149 0.78927
12 H -2.10278 0.66296 -0.38405
13 O -0.59766 3.29302 1.08199
14 H -0.59594 2.61901 0.40232
15 H -1.40543 3.78392 0.93111
16 O -3.05076 0.14040 -2.88718
17 H -2.41736 0.22765 -2.17485
18 H -3.89636 0.33092 -2.48110
19 O 2.66265 -0.32433 -0.05553
20 H 3.30784 -0.78220 0.48329
21 H 2.94806 -0.47993 -0.95584
22 O 3.22829 2.29333 0.69195
23 H 3.07043 2.73858 1.52446
24 H 2.84095 1.42556 0.80668
25 O -0.82164 0.21750 3.48811
26 H -0.58713 -0.06188 2.60313
27 H -1.75990 0.40106 3.44110
28 O 1.59659 -3.25267 0.79583
29 H 0.98478 -3.98877 0.78631
30 H 1.52163 -2.86701 -0.07703
31 O -0.05843 -0.28700 0.63502
32 H 0.85215 -0.25238 0.34199
33 H -0.52030 -0.74087 -0.06990
34 O -0.41273 1.86473 -1.41052
35 H 0.22730 1.33968 -1.89105
36 H -0.66409 2.55622 -2.02280
37 O 2.17882 1.76720 -2.01597
38 H 2.44124 1.41812 -1.16420
39 H 2.62293 2.61302 -2.07585

---

# 4
H26O13 | ωB97M-V/def2-TZVPD

Calculated values
Energy above the lowest of the compared OMol25 structures with the same formula, charge and spin = 589.0 kJ/mol
Total charge = 0

Cartesian coordinates (Å):
1 H -0.76411 0.07921 -0.01106
2 H 0.69434 -0.16259 0.07491
3 H 1.63551 -2.67610 -2.68221
4 H 0.51040 -3.38753 -1.98642
5 H -2.72850 1.70961 -2.25626
6 H -1.25980 1.35596 -2.91458
7 H 1.86294 3.88518 0.16373
8 H 1.15774 4.77994 -0.74049
9 H -2.48271 -3.53816 3.29386
10 H -3.03806 -2.19200 2.72704
11 H 1.19269 1.05360 1.99555
12 H 0.00027 1.57278 2.79674
13 H 2.01242 -3.52401 1.69361
14 H 1.79282 -5.02304 1.24780
15 H -2.83037 2.63906 2.87877
16 H -3.20189 3.86049 2.10514
17 H 2.48451 1.36560 -2.28071
18 H 2.25867 2.63118 -1.32301
19 H -4.59855 0.17365 -0.12457
20 H -4.21303 1.14297 -1.34232
21 H 3.23620 -1.44208 3.14811
22 H 2.61597 -0.94240 4.58893
23 H 4.92476 0.63736 -2.55492
24 H 4.66515 0.33610 -1.15164
25 H -3.22723 -2.50225 -2.41728
26 H -4.24384 -3.05302 -3.52795
27 O 0.02200 0.46391 -0.12618
28 O 1.39184 -3.07897 -1.79856
29 O -1.87088 1.16805 -2.22870
30 O 2.03809 4.70806 -0.42650
31 O -2.25380 -2.56879 3.11924
32 O 0.26290 1.31254 1.87040
33 O 1.81203 -4.06307 0.91241
34 O -3.57406 3.01479 2.41450
35 O 1.83926 1.86013 -1.68533
36 O -3.85748 0.51624 -0.71393
37 O 2.67003 -0.77222 3.67106
38 O 5.23972 0.06897 -1.78700
39 O -3.52667 -2.47708 -3.39651

---

Kohn-Sham gap per entry: 0.3547 0.3446 0.3681 0.3373 Eh
HOMO level per entry: -10.5458 -10.2786 -10.4867 -9.0180 eV